1.
A structure of composition C5H21N2O5 in a non-equilibrium geometry. Source: the OMol25 dataset; level of theory: the ωB97M-V functional and the def2-TZVPD basis.

```
! wB97M-V def2-TZVPD RIJCOSX def2/J DEFGRID3
* xyz -1 1
N 2.1765 -1.2413 -0.3159
C 1.3830 -2.1162 -1.1665
C -0.1893 -1.9645 -1.0165
N -0.6472 -0.7036 -0.5099
C -0.2274 1.7283 -0.7285
C -0.5184 0.4287 -1.4684
C -1.7297 0.4918 -2.3900
O -2.8974 0.9734 -1.7775
H 1.9110 -0.2600 -0.3609
H 2.0419 -1.3694 0.6844
H 1.7871 -3.0955 -0.9200
H 1.5647 -1.8879 -2.2171
H -0.6098 -2.7497 -0.3953
H -0.5654 -2.0836 -2.0353
H -0.1219 -0.3946 0.2976
H -0.7155 2.5755 -1.1853
H -0.5929 1.5489 0.2898
H 0.8261 1.9971 -0.6839
H 0.3226 0.2013 -2.1499
H -1.9076 -0.5053 -2.8017
H -1.5068 1.2027 -3.1881
H -1.1605 1.7787 2.7404
H -2.4675 -1.5423 2.4195
O -0.8179 0.9980 2.3040
H -1.5671 -0.3547 2.8677
H -3.0614 0.5824 -0.9153
O -2.2765 -0.9956 3.1899
H 1.5746 -0.3633 2.9754
H 0.3152 0.7952 2.3564
O 1.4904 0.3403 2.3258
H 2.7757 2.0016 0.5033
H 2.4231 1.6581 1.8858
O 2.9883 2.3256 1.3857
*
```

The orbital gap comes out at 8.8 eV. Its energy above the lowest of the compared OMol25 structures with the same formula, charge and spin is 57.8 kJ/mol.

Atom charges from the Mulliken analysis, given in e for atoms 1 to 4: atom 1 (N): -0.674, atom 2 (C): -0.591, atom 3 (C): -0.611, atom 4 (N): -0.253

---

2.
A cluster of 6 separate species, C5H21NO5S2 in total in a non-equilibrium geometry. Source: the OMol25 dataset; level of theory: the ωB97M-V functional and the def2-TZVPD basis.

```
! wB97M-V def2-TZVPD RIJCOSX def2/J DEFGRID3
* xyz -3 2
C 0.5423 -0.5293 -0.0325
C 1.5497 0.4852 -0.4996
S 3.2653 -0.1967 0.0431
C -0.7223 0.2848 0.3994
N -1.5439 0.4947 -0.9267
C -3.0553 0.4877 -0.6085
C -3.7942 -0.7171 0.0510
S -2.8734 -2.1622 -0.3574
H 0.4365 -1.2886 -0.8500
H 0.9576 -0.9295 0.9024
H 1.3706 0.7668 -1.4833
H 1.4225 1.3735 0.0734
H -0.6708 1.3172 0.7899
H -1.1739 -0.2608 1.2640
H -1.2293 -0.1631 -1.5495
H -3.4982 0.6671 -1.7058
H -3.1857 1.4421 0.0595
H -3.9224 -0.5913 1.1218
H -4.7629 -0.7262 -0.4788
H 3.0735 3.2726 1.6915
H 2.3186 2.5874 2.7999
O 2.6531 3.4263 2.6037
H 3.0655 -2.3115 2.1249
H 4.2946 -1.5676 1.7272
O 3.8612 -1.8981 2.5043
H -3.2341 2.4861 -2.3777
H -2.0507 2.5867 -1.5764
O -2.6642 3.2475 -2.0675
H 3.8918 -0.9376 -2.8264
H 4.0208 0.3308 -2.1940
O 4.2808 -0.0384 -3.0546
H -0.5023 -4.1189 1.0090
H -1.4274 -3.1106 1.5841
O -0.6934 -3.7090 1.8394
*
```

The orbital gap (spin up / spin down) comes out at 1.9 / 4.9 eV.

Atom charges from the Mulliken analysis, given in e for atoms 1 to 4: atom 1 (C): -0.311, atom 2 (C): -0.544, atom 3 (S): -0.832, atom 4 (C): -0.862

---

3.
A cluster of 6 separate species, C5H21O6 in total in a non-equilibrium geometry. Source: the OMol25 dataset; level of theory: the ωB97M-V functional and the def2-TZVPD basis.

```
! wB97M-V def2-TZVPD RIJCOSX def2/J DEFGRID3
* xyz -1 1
C 1.3106 1.1606 -1.8973
O 1.7528 1.5450 -0.6212
C -0.2100 1.1259 -2.1080
C -0.9791 1.0220 -0.7708
C -2.4114 0.5327 -1.0355
C -3.0087 -0.1159 0.2457
H 1.8428 1.8548 -2.5598
H 1.8156 0.2236 -2.1918
H -0.5348 0.3838 -2.8299
H -0.4828 2.0870 -2.5690
H -1.0409 1.9984 -0.3052
H -0.4452 0.2581 -0.2131
H -2.4439 -0.1933 -1.8503
H -3.0647 1.3517 -1.3541
H -3.9309 -0.6506 0.0538
H -3.1950 0.6921 0.9666
H -2.1233 -0.5057 0.7530
H 0.2049 -2.2523 1.1795
H 1.0595 -1.1970 0.4268
O 0.7428 -2.1418 0.3920
H 1.5485 0.8659 0.0898
H 2.4558 0.3431 1.9788
O 1.6580 -0.0030 1.5555
H -0.6383 -1.4374 3.0061
H 0.8640 -1.0027 2.5952
O 0.2686 -1.3811 3.3301
H 0.4933 1.3027 2.0733
H -0.5146 1.0147 3.1729
O -0.3323 1.6603 2.4760
H 1.1815 -1.7248 -2.7250
H 0.7557 -2.6192 -1.6232
O 0.7918 -2.5961 -2.5965
*
```

The orbital gap comes out at 9.3 eV. Its energy above the lowest of the compared OMol25 structures with the same formula, charge and spin is 43.2 kJ/mol.

Atom charges from the Mulliken analysis, given in e for atoms 1 to 4: atom 1 (C): -0.440, atom 2 (O): -0.532, atom 3 (C): -0.626, atom 4 (C): 0.525

---

4.
A cluster of 6 separate species, C5H22N10O6 in total in a non-equilibrium geometry. Source: the OMol25 dataset; level of theory: the ωB97M-V functional and the def2-TZVPD basis.

```
! wB97M-V def2-TZVPD RIJCOSX def2/J DEFGRID3
* xyz 1 2
C -3.4801 0.1331 2.0908
O -2.7693 1.0035 1.5895
N -3.1077 -0.5509 3.0808
N -4.6860 -0.1881 1.7143
H -3.8339 -0.9285 3.6725
H -2.2143 -0.3567 3.5100
H -4.9896 0.2897 0.8779
H -5.0479 -1.1229 1.8379
C 3.2888 3.0485 1.2823
O 3.5375 4.1416 1.7048
N 2.2749 2.3426 1.6707
N 3.9228 2.4938 0.2901
H 1.9662 1.5894 1.0727
H 1.6066 2.8104 2.2661
H 4.5827 3.0466 -0.2381
H 3.8488 1.5546 -0.0740
C 1.6122 -2.8068 1.7611
O 2.3918 -3.7520 1.8642
N 1.8028 -1.6592 2.3176
N 0.4390 -2.8407 1.1699
H 1.3078 -0.8493 1.9724
H 2.7563 -1.5998 2.6453
H 0.2653 -3.6795 0.6347
H -0.1283 -2.0123 1.2797
C -1.6487 -1.8130 -2.6364
O -2.2269 -1.0306 -3.4059
N -0.7248 -1.5454 -1.7380
N -1.8012 -3.1222 -2.7147
H -0.4353 -2.3578 -1.2125
H -0.2444 -0.6602 -1.6622
H -2.4021 -3.4134 -3.4725
H -1.2717 -3.7311 -2.1072
C 0.7347 1.8526 -2.4730
O 0.4543 1.3372 -1.4033
N -0.0348 2.8420 -2.8922
N 1.6942 1.4903 -3.2950
H 0.1893 3.4227 -3.6876
H -0.8819 2.9711 -2.3575
H 2.1478 0.6001 -3.1470
H 1.6598 1.9552 -4.1909
O 0.0200 0.1326 1.0384
H -0.8963 0.3960 1.1237
H 0.3214 0.5668 0.2404
*
```

The orbital gap (spin up / spin down) comes out at 8.6 / 2.6 eV. Its energy above the lowest of the compared OMol25 structures with the same formula, charge and spin is 0.0 kJ/mol.

Atom charges from the Mulliken analysis, given in e for atoms 1 to 4: atom 1 (C): 0.669, atom 2 (O): -0.758, atom 3 (N): -0.371, atom 4 (N): -0.481

---

5.
A cluster of 8 separate species, C5H22O10 in total in a non-equilibrium geometry. Source: the OMol25 dataset; level of theory: the ωB97M-V functional and the def2-TZVPD basis.

```
! wB97M-V def2-TZVPD RIJCOSX def2/J DEFGRID3
* xyz 0 1
C -2.0154 -14.3273 7.5145
C -1.5740 -12.8616 7.8216
O -2.5305 -12.1327 7.1784
C -3.3735 -12.8868 6.5073
O -4.1238 -12.4738 5.6017
O -3.2511 -14.1465 6.8210
H -2.0984 -14.8851 8.4472
H -1.3087 -14.6845 6.7654
H -0.5819 -12.7514 7.3838
H -1.4646 -12.6224 8.8794
O -10.3442 -13.9634 3.3027
H -10.0452 -14.1152 2.4062
H -9.9343 -14.6612 3.8138
O -12.2766 -7.1332 5.6573
H -11.8092 -7.0483 6.4883
H -11.7012 -7.6696 5.1120
O -9.5260 -10.3335 4.3071
H -9.8848 -11.1153 3.8871
H -8.8446 -10.6662 4.8913
O -6.1888 -6.4368 3.0883
H -5.7647 -6.0476 3.8532
H -6.3967 -7.3313 3.3584
O -13.8352 -9.4995 1.4943
H -14.6840 -9.6960 1.8908
H -13.2968 -9.1882 2.2219
O -13.8300 -15.6958 2.9537
H -13.0963 -15.1121 3.1465
H -13.4834 -16.5751 3.1055
C -8.1488 -8.2413 9.1496
C -9.2831 -7.7604 9.8569
O -9.5814 -6.5267 9.3423
H -8.3093 -8.4026 8.0836
H -7.9661 -9.2058 9.6234
H -7.3147 -7.5457 9.2417
H -9.1482 -7.5961 10.9259
H -10.1429 -8.4074 9.6829
H -8.8779 -5.8995 9.5247
*
```

The orbital gap comes out at 10.5 eV. Its energy above the lowest of the compared OMol25 structures with the same formula, charge and spin is 0.0 kJ/mol. As for the structure (SMILES): O=C1OCCO1.CCO.O.O.O.O.O.O.

Atom charges from the Mulliken analysis, given in e for atoms 1 to 4: atom 1 (C): -0.286, atom 2 (C): -0.258, atom 3 (O): -0.305, atom 4 (C): 0.700

---

6.
A structure of composition C5H23B2CrN5O10 in a non-equilibrium geometry. Source: the OMol25 dataset; level of theory: the ωB97M-V functional and the def2-TZVPD basis.

```
! wB97M-V def2-TZVPD RIJCOSX def2/J DEFGRID3
* xyz -1 6
Cr 0.8972 -4.0218 -28.8208
B 1.5893 -2.5468 -27.1548
H 1.0086 -3.4164 -26.8887
H 1.3153 -2.2319 -28.1498
H 1.3777 -1.7895 -26.4158
H 2.6372 -2.7783 -27.0428
B 0.1936 -5.5900 -30.1188
H 0.5280 -6.1271 -29.2448
H -0.2628 -6.3334 -30.7539
H -0.5258 -4.8200 -29.8868
H 1.0679 -5.1587 -30.5811
C -2.8538 -1.3748 -28.7351
N -1.8819 -2.1495 -27.9177
O -1.1329 -2.9429 -28.4814
O -1.7231 -1.9205 -26.7162
H -3.4693 -2.1125 -29.2499
H -2.3026 -0.6053 -29.2756
H -3.4934 -1.0039 -27.9342
C -0.5830 -1.0075 -32.1181
N 0.4310 -2.0078 -31.6729
O 0.3511 -2.4248 -30.5456
O 1.3053 -2.4009 -32.4613
H -0.0549 -0.0588 -32.2139
H -1.3595 -0.9887 -31.3534
H -1.0472 -1.3852 -33.0291
C -1.8599 -7.0045 -26.7864
N -1.0853 -5.8932 -26.2071
O -0.2555 -5.3580 -27.0029
O -1.2733 -5.5496 -25.0709
H -1.1671 -7.7968 -27.0697
H -2.4679 -6.5574 -27.5729
H -2.4367 -7.3826 -25.9423
C 4.5772 -3.0502 -31.3145
N 4.0536 -3.3671 -29.9645
O 4.7238 -3.4625 -28.9486
O 2.8533 -3.4722 -29.9867
H 4.8908 -2.0097 -31.3987
H 3.8644 -3.3405 -32.0864
H 5.4816 -3.6268 -31.5084
C 2.5720 -7.5717 -27.6351
N 3.1956 -6.2041 -27.6193
O 2.5176 -5.2368 -27.8966
O 4.4023 -6.1519 -27.4200
H 3.1652 -8.1802 -26.9525
H 2.5858 -7.9260 -28.6659
H 1.5890 -7.5856 -27.1644
*
```

The orbital gap (spin up / spin down) comes out at 3.2 / 6.9 eV.

Atom charges from the Mulliken analysis, given in e for atoms 1 to 4: atom 1 (Cr): -1.158, atom 2 (B): 2.543, atom 3 (H): -0.517, atom 4 (H): -0.371

---

One value per record, in order, for energy: -688.849466 -1430.178174 -654.586991 -1202.524287 -956.044133 -2323.941426 Eh.